Entry 1:
17
Properties=species:S:1:pos:R:3:forces:R:3 method="wB97M-V/def2-TZVPD" max_force_ha_per_bohr=0.007 multiplicity=1 energy_ev=-9440.522 de_lowest_ev=2.521 smiles=CO[C@H]1CO[C@H]1C
C 2.013 1.144 -0.503 0.259 0.058 -0.019
O 0.643 0.922 -0.256 -0.101 0.058 -0.022
C 0.262 -0.414 -0.441 -0.019 -0.170 -0.059
C 0.445 -1.293 0.807 0.360 -0.068 0.057
O -0.969 -1.364 1.021 -0.099 -0.037 0.126
C -1.241 -0.639 -0.195 -0.186 0.132 -0.251
C -2.111 0.578 0.014 0.007 0.000 0.017
H 2.636 0.307 -0.157 -0.104 0.116 0.009
H 2.202 1.299 -1.575 -0.026 -0.063 0.136
H 2.305 2.043 0.046 -0.031 -0.105 -0.128
H 0.656 -0.810 -1.388 -0.061 0.063 0.153
H 0.961 -0.773 1.623 -0.054 -0.098 -0.065
H 0.890 -2.285 0.656 -0.077 0.133 -0.026
H -1.692 -1.315 -0.936 0.083 0.103 0.077
H -2.291 1.081 -0.943 0.011 -0.069 0.141
H -3.073 0.272 0.438 0.127 0.035 -0.072
H -1.627 1.284 0.692 -0.089 -0.089 -0.072

Entry 2:
17
Properties=species:S:1:pos:R:3:forces:R:3 method="wB97M-V/def2-TZVPD" max_force_ha_per_bohr=0.021 multiplicity=1 energy_ev=-9436.852 de_lowest_ev=6.191
C 2.258 -0.275 0.798 0.167 -0.034 0.016
O 0.873 -0.137 0.545 0.004 0.022 -0.100
C 0.552 -0.208 -0.837 0.027 -0.012 -0.080
C -0.939 -0.068 -1.061 0.094 -0.105 0.023
C -2.003 -0.699 -0.216 -0.012 -0.164 -0.034
C -1.937 0.796 -0.319 -0.182 -0.424 -0.465
O -1.162 1.374 1.378 -0.102 0.316 -0.695
H 2.625 -1.253 0.452 -0.091 0.164 0.056
H 2.398 -0.200 1.880 -0.016 -0.016 -0.223
H 2.840 0.516 0.299 -0.141 -0.138 0.091
H 1.083 0.594 -1.380 -0.115 -0.138 0.129
H 0.904 -1.173 -1.243 -0.070 0.175 0.081
H -1.150 -0.018 -2.135 0.030 0.063 0.262
H -2.853 -1.204 -0.674 0.156 0.127 0.091
H -1.684 -1.131 0.731 -0.042 0.162 -0.150
H -1.576 1.937 0.611 0.503 -0.149 0.945
H -0.230 1.148 1.172 -0.209 0.150 0.050

Entry 3:
17
Properties=species:S:1:pos:R:3:forces:R:3 method="wB97M-V/def2-TZVPD" max_force_ha_per_bohr=0.006 multiplicity=1 energy_ev=-9441.148 de_lowest_ev=1.895 smiles=C[C@@H]1[C@H](O)C[C@@H]1O
C -1.728 -0.393 -0.338 -0.058 -0.060 -0.020
C -0.602 0.137 0.537 -0.105 -0.006 0.007
C 0.345 1.199 -0.102 0.084 0.049 0.310
O 0.164 1.473 -1.472 -0.226 0.186 -0.078
C 1.545 0.263 0.110 0.109 0.006 -0.019
C 0.617 -0.799 0.746 0.026 0.203 0.243
O 0.487 -2.007 0.031 0.203 -0.194 -0.030
H -2.522 0.356 -0.464 0.181 -0.089 0.053
H -2.175 -1.276 0.127 0.023 0.094 -0.070
H -1.367 -0.681 -1.328 -0.019 0.044 0.163
H -1.006 0.485 1.496 0.077 -0.060 -0.176
H 0.397 2.129 0.483 -0.004 -0.093 -0.151
H -0.653 1.978 -1.575 0.152 -0.084 -0.042
H 2.342 0.652 0.751 -0.115 -0.073 -0.086
H 1.971 -0.065 -0.844 -0.083 0.038 0.107
H 0.839 -1.000 1.805 -0.070 0.013 -0.193
H 1.345 -2.450 0.037 -0.175 0.025 -0.020

Entry 4:
17
Properties=species:S:1:pos:R:3:forces:R:3 method="wB97M-V/def2-TZVPD" max_force_ha_per_bohr=0.027 multiplicity=1 energy_ev=-9439.007 de_lowest_ev=4.036 smiles=COC[C@H]1C[C@H]1O
C 1.573 -1.470 0.251 0.363 -0.243 -0.100
O 1.452 -0.112 0.595 1.383 0.226 0.000
C 0.952 0.690 -0.475 0.246 0.116 0.359
C -0.452 0.226 -0.716 0.158 -0.688 1.001
C -0.925 -0.148 0.842 -0.539 -0.240 -0.455
C -1.716 0.657 -0.060 -0.571 -0.141 -0.151
O -1.938 1.976 0.305 -0.172 0.396 -0.126
H 0.798 -1.827 -0.446 0.156 0.207 0.225
H 1.499 -2.075 1.163 0.126 0.191 -0.134
H 2.551 -1.612 -0.212 0.077 -0.338 -0.071
H 1.026 1.720 -0.121 -0.013 -0.019 -0.029
H 1.619 0.562 -1.344 -0.368 0.125 0.003
H -0.583 -0.406 -1.612 -0.065 -0.144 1.015
H -1.119 -1.178 1.109 -0.476 0.013 -0.266
H -0.496 0.413 1.691 0.292 -0.267 -1.118
H -2.537 0.093 -0.495 -0.433 0.511 -0.226
H -1.707 2.490 -0.474 -0.166 0.296 0.075

Entry 5:
17
Properties=species:S:1:pos:R:3:forces:R:3 method="wB97M-V/def2-TZVPD" max_force_ha_per_bohr=0.008 multiplicity=1 energy_ev=-9440.875 de_lowest_ev=2.168 smiles=C[C@@]1(CCO)CO1
C -0.914 1.692 -0.047 0.005 0.036 0.006
C -0.191 0.423 -0.424 -0.160 0.014 -0.001
C -0.639 -0.857 0.280 0.079 -0.041 -0.021
C 0.371 -1.269 1.354 -0.375 0.039 0.219
O 1.601 -1.650 0.793 0.228 0.031 -0.044
C 0.530 0.329 -1.696 -0.043 0.002 -0.288
O 1.243 0.621 -0.497 0.124 0.054 0.034
H -1.850 1.806 -0.602 0.083 -0.059 0.101
H -1.143 1.689 1.024 0.010 0.026 -0.125
H -0.264 2.546 -0.251 -0.144 -0.041 -0.068
H -0.739 -1.686 -0.431 0.020 0.160 0.079
H -1.622 -0.692 0.739 0.180 -0.007 -0.098
H -0.009 -2.129 1.912 0.016 0.106 -0.037
H 0.493 -0.436 2.066 0.035 -0.135 -0.045
H 1.901 -0.863 0.304 0.045 -0.290 0.092
H 0.505 1.142 -2.423 -0.036 -0.138 0.173
H 0.726 -0.668 -2.101 -0.066 0.243 0.022

Entry 6:
17
Properties=species:S:1:pos:R:3:forces:R:3 method="wB97M-V/def2-TZVPD" max_force_ha_per_bohr=0.020 multiplicity=1 energy_ev=-9437.529 de_lowest_ev=5.514
O 2.149 0.448 0.811 0.253 0.153 0.028
C 1.675 -0.603 -0.021 -0.127 -0.309 -0.273
C 0.236 -0.900 0.310 0.246 -0.612 -0.034
C -0.521 1.219 0.272 -0.406 0.958 -0.125
C -1.874 0.868 -0.077 0.006 -0.408 0.320
O -2.088 0.224 -1.137 -0.253 0.107 -0.144
C -0.620 -1.407 -0.615 0.302 -0.485 0.042
H 3.103 0.521 0.694 -0.158 0.018 0.053
H 1.759 -0.344 -1.089 -0.015 0.018 0.168
H 2.288 -1.507 0.141 -0.160 0.187 0.006
H 0.047 -1.079 1.368 -0.062 0.124 -0.132
H -0.270 1.650 1.241 -0.139 -0.101 -0.153
H 0.162 1.427 -0.546 -0.051 -0.168 0.105
H -1.628 2.100 -0.191 0.509 0.186 0.122
H -2.583 0.851 0.769 0.001 -0.018 -0.092
H -0.344 -1.466 -1.663 -0.038 0.101 0.114
H -1.494 -1.985 -0.335 0.092 0.249 -0.005

Entry 7:
17
Properties=species:S:1:pos:R:3:forces:R:3 method="wB97M-V/def2-TZVPD" max_force_ha_per_bohr=0.024 multiplicity=1 energy_ev=-9440.746 de_lowest_ev=2.297 smiles="C=C/C=C(/C)O.O"
C 2.678 -0.316 1.175 -0.644 -0.254 -0.636
C 1.472 0.184 0.888 0.345 0.014 -0.341
C 0.338 -0.684 0.600 -0.529 0.211 0.972
C -0.907 -0.250 0.347 0.320 0.123 -0.356
C -1.978 -1.139 -0.168 -0.844 -0.902 0.207
O -1.274 1.070 0.424 0.302 -0.198 -0.459
H 3.603 0.239 1.159 -0.073 0.122 0.365
H 2.696 -1.397 1.212 0.535 -0.093 0.246
H 1.332 1.243 0.704 0.079 0.119 0.201
H 0.451 -1.743 0.806 0.198 -0.087 -0.605
H -1.980 -1.335 -1.246 0.189 0.720 -0.084
H -1.921 -2.150 0.206 0.391 -0.385 0.517
H -2.971 -0.811 0.119 -0.117 0.391 -0.053
H -0.638 1.576 -0.127 -0.482 0.146 0.291
O -0.141 2.079 -1.751 0.082 -0.252 -0.628
H -0.919 2.232 -2.307 0.124 0.121 0.267
H 0.161 1.204 -2.040 0.124 0.205 0.096

Entry 8:
17
Properties=species:S:1:pos:R:3:forces:R:3 method="wB97M-V/def2-TZVPD" max_force_ha_per_bohr=0.006 multiplicity=1 energy_ev=-9438.834 de_lowest_ev=4.209
C -0.024 -0.339 -1.729 0.010 -0.061 -0.048
C -0.699 0.504 -0.649 0.140 0.006 -0.249
O -1.954 0.657 -0.533 0.033 -0.008 0.047
C -0.084 0.024 0.934 0.294 -0.044 0.088
C 0.782 -1.207 1.011 0.021 -0.023 -0.024
C 0.450 1.307 0.617 -0.001 -0.014 0.188
O -1.208 -0.044 1.697 -0.078 0.011 -0.035
H 1.038 -0.096 -1.845 -0.156 -0.049 0.077
H -0.538 -0.122 -2.669 0.090 -0.006 0.117
H -0.125 -1.407 -1.518 -0.043 0.146 -0.018
H 0.216 -2.084 0.680 0.075 0.132 0.025
H 1.058 -1.374 2.057 -0.026 0.027 -0.142
H 1.697 -1.127 0.417 -0.139 0.026 0.069
H -0.035 2.190 1.026 0.045 -0.122 -0.072
H -0.115 1.555 -0.797 -0.077 -0.016 -0.088
H 1.478 1.404 0.272 -0.189 -0.042 0.024
H -1.938 0.160 1.027 0.000 0.037 0.042

Entry 9:
17
Properties=species:S:1:pos:R:3:forces:R:3 method="wB97M-V/def2-TZVPD" max_force_ha_per_bohr=0.008 multiplicity=1 energy_ev=-9440.881 de_lowest_ev=2.162 smiles=C[C@]1(O)C[C@@]1(C)O
C 1.314 -1.161 -0.485 0.069 0.016 -0.034
C 0.853 0.176 0.047 -0.033 -0.288 -0.052
O 1.567 1.250 -0.480 0.103 0.211 0.158
C 0.312 0.176 1.457 -0.043 0.013 0.081
C -0.601 0.430 0.255 0.049 -0.130 -0.125
C -1.550 -0.448 -0.531 -0.034 -0.089 0.030
O -0.884 1.809 0.090 -0.193 0.040 -0.167
H 2.365 -1.286 -0.213 -0.055 -0.026 -0.073
H 0.755 -1.994 -0.042 0.096 0.248 -0.066
H 1.234 -1.232 -1.576 -0.012 0.115 0.132
H 0.897 1.944 -0.606 0.420 0.023 -0.011
H 0.535 1.072 2.034 -0.238 -0.183 -0.059
H 0.318 -0.758 2.017 -0.110 0.175 -0.193
H -2.555 -0.016 -0.589 0.080 -0.145 0.207
H -1.149 -0.468 -1.554 -0.308 -0.109 0.112
H -1.616 -1.479 -0.174 -0.004 0.202 0.050
H -1.796 1.983 0.351 0.214 -0.072 0.011

Entry 10:
17
Properties=species:S:1:pos:R:3:forces:R:3 method="wB97M-V/def2-TZVPD" max_force_ha_per_bohr=0.031 multiplicity=1 energy_ev=-9438.821 de_lowest_ev=4.222
C -2.099 1.461 -1.036 -0.181 0.249 -0.057
C -1.494 0.191 -0.520 -0.297 -0.017 0.132
O -0.137 0.144 -0.911 -0.090 0.837 -0.173
C 1.012 -0.863 0.803 0.066 0.412 0.848
C 2.291 -1.584 0.842 0.273 0.259 0.478
C 0.819 0.386 0.133 -0.290 -0.597 -1.448
O 0.510 0.970 1.298 0.532 -1.397 0.052
H -1.957 1.522 -2.113 -0.128 0.032 -0.086
H -3.161 1.495 -0.792 -0.043 0.155 -0.073
H -1.582 2.304 -0.582 -0.101 0.156 0.056
H -1.598 0.165 0.565 0.109 -0.090 0.110
H -2.030 -0.670 -0.927 0.229 -0.137 -0.083
H 0.125 -1.307 1.229 -0.101 -0.021 -0.094
H 2.675 -1.527 1.855 0.367 -0.201 0.256
H 2.132 -2.649 0.618 -0.111 0.298 0.077
H 3.024 -1.155 0.153 -0.142 -0.080 0.131
H 1.717 0.766 -0.367 -0.093 0.142 -0.124

Entry 11:
17
Properties=species:S:1:pos:R:3:forces:R:3 method="wB97M-V/def2-TZVPD" max_force_ha_per_bohr=0.008 multiplicity=1 energy_ev=-9440.449 de_lowest_ev=2.594 smiles=CO[C@H]1C[C@H]1CO
C 2.338 0.705 0.348 0.211 0.070 0.081
O 1.171 0.512 -0.423 -0.119 0.120 -0.130
C 0.504 -0.649 -0.049 0.124 -0.191 0.073
C -0.286 -0.626 1.228 0.036 0.027 0.172
C -0.990 -0.667 -0.108 -0.088 -0.126 0.000
C -1.799 0.508 -0.618 0.143 0.047 0.408
O -2.426 0.200 -1.850 0.215 0.018 -0.259
H 2.961 -0.200 0.349 -0.030 0.115 -0.027
H 2.092 0.954 1.391 0.035 -0.022 -0.180
H 2.900 1.526 -0.107 -0.123 -0.129 0.113
H 1.054 -1.556 -0.313 -0.167 0.067 0.086
H -0.300 -1.510 1.861 -0.049 0.187 -0.124
H -0.297 0.324 1.762 -0.004 -0.186 -0.149
H -1.429 -1.626 -0.373 0.014 0.118 0.029
H -2.613 0.735 0.082 0.164 -0.037 -0.163
H -1.149 1.394 -0.698 -0.203 -0.154 0.020
H -1.730 -0.025 -2.482 -0.157 0.077 0.051

Entry 12:
17
Properties=species:S:1:pos:R:3:forces:R:3 method="wB97M-V/def2-TZVPD" max_force_ha_per_bohr=0.007 multiplicity=1 energy_ev=-9441.722 de_lowest_ev=1.321 smiles=OC[C@H]1CCCO1
O 2.772 -0.221 -0.782 0.036 0.265 -0.019
C 1.763 -0.807 0.005 -0.243 -0.223 0.194
C 0.388 -0.394 -0.486 0.034 -0.202 -0.035
C -0.791 -0.864 0.364 0.027 -0.076 0.038
C -1.788 0.280 0.169 -0.061 0.051 -0.031
C -0.853 1.486 0.164 -0.243 0.118 0.127
O 0.341 1.040 -0.471 0.037 0.049 -0.025
H 2.542 0.718 -0.835 0.134 -0.116 -0.046
H 1.860 -0.522 1.067 0.010 -0.020 -0.158
H 1.884 -1.894 -0.069 -0.040 0.128 0.018
H 0.272 -0.723 -1.529 0.011 0.038 0.108
H -0.497 -0.937 1.420 -0.024 0.013 -0.157
H -1.173 -1.837 0.045 0.059 0.138 0.041
H -2.558 0.339 0.944 0.149 -0.012 -0.095
H -2.285 0.184 -0.804 0.055 0.017 0.123
H -0.635 1.810 1.193 0.006 -0.040 -0.162
H -1.243 2.343 -0.394 0.052 -0.129 0.080